No. 1
A 2-piece molecular cluster, C16H20O overall, computed with the ωB97M-V functional and the def2-TZVPD basis.

The geometry in XYZ format:
```
37
Properties=species:S:1:pos:R:3:nbo_charge:R:1
C -1.094 -0.279 -2.085 -0.40
C -1.926 -1.565 -2.216 -0.61
C -0.003 -0.118 -3.120 -0.05
C 1.298 -0.495 -2.821 -0.19
C -0.309 0.324 -4.400 -0.19
C 2.339 -0.244 -3.713 -0.29
C 0.715 0.618 -5.287 -0.26
C 2.031 0.474 -4.859 0.30
O 2.993 1.103 -5.620 -0.68
H -1.768 0.576 -2.151 0.21
H -0.611 -0.251 -1.103 0.20
H -2.633 -1.422 -3.037 0.20
H 1.492 -1.063 -1.918 0.21
H -1.328 0.545 -4.691 0.21
H 3.281 -0.751 -3.585 0.21
H 0.604 0.892 -6.324 0.23
H 3.792 0.565 -5.665 0.48
H -2.483 -1.788 -1.312 0.21
H -1.308 -2.392 -2.568 0.21
C -0.908 0.927 2.279 -0.43
C -0.225 2.262 1.986 -0.60
C -0.491 0.227 3.544 -0.01
C 0.633 -0.608 3.478 -0.21
C -1.235 0.326 4.706 -0.21
C 0.968 -1.373 4.583 -0.21
C -0.880 -0.438 5.819 -0.20
C 0.181 -1.324 5.725 -0.23
H -1.995 1.059 2.195 0.21
H -0.726 0.304 1.402 0.20
H 0.845 2.276 2.241 0.21
H 1.093 -0.734 2.508 0.21
H -2.124 0.940 4.661 0.21
H 1.952 -1.798 4.630 0.21
H -1.637 -0.484 6.596 0.21
H 0.308 -1.862 6.653 0.22
H -0.617 3.105 2.556 0.21
H -0.222 2.466 0.915 0.21
```

- SMILES string = CCc1ccc(O)cc1.CCc1ccccc1
- E_HOMO (eV) = -8.49
- relative energy (zero: lowest compared OMol25 entry of this formula, charge and spin) (kcal/mol) = 9.96
- charge = 0

***

No. 2
C16H21AlNO5 as an isolated structure, computed with the ωB97M-V functional and the def2-TZVPD basis.

The geometry in XYZ format:
```
44
Properties=species:S:1:pos:R:3:nbo_charge:R:1
Al 0.294 -0.121 -1.289 1.83
O -0.981 -0.325 2.570 -0.71
C 0.113 0.063 3.366 -0.07
C 0.721 1.388 2.914 -0.23
N 1.382 1.330 1.621 -0.46
C 2.542 0.482 1.541 -0.32
C 2.212 -0.898 0.929 0.81
O 2.779 -1.904 1.292 -0.62
O 1.360 -0.841 -0.061 -0.93
C 1.340 2.565 0.873 -0.31
C 0.098 2.605 -0.047 0.81
O -0.563 3.612 -0.169 -0.62
O -0.083 1.498 -0.707 -0.91
H -0.689 -0.301 1.656 0.48
H -0.279 0.183 4.378 0.17
H 0.882 -0.719 3.397 0.16
H -0.097 2.108 2.834 0.21
H 1.411 1.740 3.704 0.16
H 3.270 0.916 0.850 0.21
H 3.035 0.353 2.511 0.20
H 1.349 3.450 1.518 0.19
H 2.197 2.624 0.198 0.21
C -0.187 -2.222 -4.964 -0.60
C 0.109 -2.091 -3.456 -0.12
C 1.616 -2.314 -3.285 -0.61
C -0.246 -0.646 -3.021 -1.23
C -0.711 -3.105 -2.673 0.01
C -0.162 -3.907 -1.669 -0.23
C -0.949 -4.763 -0.911 -0.21
C -2.311 -4.866 -1.145 -0.25
C -2.873 -4.090 -2.150 -0.23
C -2.086 -3.232 -2.898 -0.17
H 0.409 -1.486 -5.505 0.21
H -1.234 -2.021 -5.188 0.20
H 0.063 -3.226 -5.330 0.18
H 2.146 -1.565 -3.874 0.21
H 1.926 -3.310 -3.619 0.19
H 1.912 -2.185 -2.242 0.21
H -1.336 -0.492 -3.025 0.20
H 0.896 -3.859 -1.450 0.22
H -0.489 -5.356 -0.129 0.20
H -2.925 -5.539 -0.559 0.20
H -3.936 -4.155 -2.356 0.20
H -2.561 -2.629 -3.662 0.20
```

- E_HOMO (eV) = -3.12
- charge = -1

***

No. 3
A 2-piece molecular cluster, C16H21BO4 overall, computed with the ωB97M-V functional and the def2-TZVPD basis.

The geometry in XYZ format:
```
42
Properties=species:S:1:pos:R:3:nbo_charge:R:1
O -3.909 -3.102 2.319 -0.49
C -3.875 -1.987 1.866 0.54
C -2.543 -1.288 1.419 -0.19
C -2.393 0.062 1.470 -0.44
B -1.077 0.870 1.013 1.15
O -0.079 0.152 0.312 -0.90
O -0.894 2.244 1.267 -0.89
C -3.598 0.902 2.016 0.55
O -3.458 1.907 2.676 -0.51
C -5.012 0.351 1.709 -0.12
C -6.112 1.276 1.497 -0.18
C -7.435 0.714 1.211 -0.20
C -7.589 -0.732 1.191 -0.21
C -6.480 -1.671 1.413 -0.17
C -5.160 -1.118 1.657 -0.13
H -1.701 -1.899 1.005 0.24
H -0.559 -0.280 -0.419 0.49
H -1.682 2.713 0.938 0.50
H -5.908 2.365 1.564 0.24
H -8.265 1.432 1.022 0.23
H -8.621 -1.120 1.002 0.23
H -6.620 -2.776 1.398 0.24
C 3.376 0.785 0.480 -0.62
C 4.141 1.356 -0.708 -0.40
C 3.810 0.664 -2.030 -0.40
C 4.158 -0.825 -2.095 -0.40
C 5.625 -1.165 -1.832 -0.40
C 6.579 -0.558 -2.854 -0.61
H 3.631 -0.262 0.659 0.20
H 3.620 1.344 1.387 0.21
H 2.298 0.856 0.320 0.22
H 5.217 1.308 -0.511 0.19
H 3.894 2.417 -0.803 0.20
H 4.321 1.193 -2.841 0.20
H 2.738 0.776 -2.229 0.20
H 3.880 -1.201 -3.086 0.20
H 3.538 -1.375 -1.380 0.20
H 5.737 -2.253 -1.856 0.20
H 5.917 -0.849 -0.826 0.20
H 6.329 -0.888 -3.865 0.20
H 7.605 -0.868 -2.643 0.21
H 6.554 0.533 -2.831 0.20
```

- SMILES string = O=C1C=C(B(O)O)C(=O)c2ccccc21.CCCCCC
- E_HOMO (eV) = -9.81
- charge = 0

***

No. 4
An isolated ion of composition C16H21ClN2O and charge +2, computed with the ωB97M-V functional and the def2-TZVPD basis.

The geometry in XYZ format:
```
41
Properties=species:S:1:pos:R:3:nbo_charge:R:1
C 4.431 -2.094 -0.138 -0.61
C 5.306 -0.991 0.455 -0.46
C 5.492 0.229 -0.439 -0.09
O 4.692 1.379 -0.057 -0.29
N 3.347 1.162 -0.066 0.04
C 2.706 0.651 -1.121 0.07
C 1.329 0.524 -1.115 -0.19
C 0.602 0.931 -0.001 0.02
C -0.881 0.833 0.045 0.03
C -1.649 1.005 -1.097 -0.20
C -3.033 0.940 -1.011 0.12
N -3.643 0.694 0.146 -0.27
C -5.125 0.593 0.282 -0.04
Cl -5.931 1.326 -1.095 0.05
C -5.572 -0.865 0.484 -0.43
C -4.846 -1.853 -0.425 -0.62
C -2.917 0.494 1.262 0.10
C -1.538 0.557 1.244 -0.20
C 1.303 1.483 1.069 -0.19
C 2.681 1.585 1.013 0.09
H 3.367 -1.881 -0.062 0.18
H 4.621 -3.025 0.385 0.25
H 4.691 -2.275 -1.176 0.22
H 6.295 -1.417 0.595 0.25
H 4.961 -0.711 1.447 0.22
H 5.355 -0.023 -1.487 0.19
H 6.502 0.604 -0.345 0.25
H 3.285 0.359 -1.979 0.27
H 0.837 0.097 -1.971 0.26
H -1.180 1.222 -2.039 0.26
H -3.630 1.096 -1.892 0.28
H -5.387 1.187 1.148 0.25
H -5.419 -1.129 1.528 0.22
H -6.637 -0.889 0.296 0.26
H -4.959 -1.546 -1.461 0.22
H -5.277 -2.839 -0.309 0.26
H -3.795 -1.945 -0.172 0.19
H -3.450 0.274 2.170 0.26
H -0.983 0.364 2.143 0.26
H 0.797 1.872 1.932 0.26
H 3.254 2.020 1.813 0.28
```

- E_HOMO (eV) = -16.87
- charge = +2

***

Number 1: lowest unoccupied orbital energy 0.8 eV. Number 2: lowest unoccupied orbital energy 2.9 eV. Number 3: lowest unoccupied orbital energy -1.3 eV. Number 4: lowest unoccupied orbital energy -8.0 eV.